ORCA calculation (ωB97M-V with the def2-TZVPD basis set) on a 2-piece molecular cluster, CH3NO4 overall in a non-equilibrium geometry.

The total charge is 0. For the HOMO energy (alpha / beta), the calculation gives -10.840 / -10.840 eV. For the energy relative to the best compared isomer or geometry (same formula, charge and spin), the calculation gives 78.8 kcal/mol.

Last column: Löwdin charge in e.
CARTESIAN COORDINATES (ANGSTROEM)
O: 0.223 -1.441 0.603  0.1013
O: -1.785 -0.049 0.236  0.0952
O: 0.695 0.419 -1.543  -0.1090
O: -0.649 1.821 0.478  0.1291
N: -0.787 0.629 0.367  -0.4021
C: 0.450 -0.137 0.374  -0.0819
H: -0.742 -1.611 0.639  0.1311
H: 1.277 0.571 0.638  0.1775
H: 1.319 -0.202 -1.793  -0.0412

---

ORCA calculation (ωB97M-V with the def2-TZVPD basis set) on a 2-piece molecular cluster, CH3NO4 overall in a non-equilibrium geometry.

The total charge is 0. For the HOMO energy, the calculation gives -11.177 eV. For the energy relative to the best compared isomer or geometry (same formula, charge and spin), the calculation gives 28.3 kcal/mol. Its SMILES is O=[NH+][O-].O=CO.

Last column: Löwdin charge in e.
CARTESIAN COORDINATES (ANGSTROEM)
O: 1.047 -0.860 -0.534  0.0564
O: -1.755 -1.068 0.593  0.0498
O: -1.359 0.367 -0.958  0.0646
O: 0.841 0.810 0.798  0.0663
N: -1.617 0.054 0.173  -0.3038
C: 1.239 0.385 -0.214  -0.4860
H: -1.638 0.696 1.007  0.2002
H: 0.697 -1.343 0.351  0.1965
H: 1.779 0.941 -1.003  0.1560

---

ORCA calculation (ωB97M-V with the def2-TZVPD basis set) on an isolated ion of composition CH3NO4S2 and charge -2 in a non-equilibrium geometry.

The total charge is -2. For the HOMO energy, the calculation gives 0.374 eV. For the energy relative to the best compared isomer or geometry (same formula, charge and spin), the calculation gives 0.0 kcal/mol.

Last column: Löwdin charge in e.
CARTESIAN COORDINATES (ANGSTROEM)
S: -0.682 -1.344 -1.064  0.5628
S: -0.758 1.588 -0.569  0.5555
O: -2.249 1.636 -0.628  -0.6070
O: -0.173 2.447 0.538  -0.6171
O: 0.606 -1.303 -1.856  -0.6174
O: -0.877 -2.562 -0.223  -0.6067
N: -0.374 -0.043 0.119  -0.5201
C: 0.895 -0.047 0.783  -0.2659
H: 1.545 0.772 0.669  0.0352
H: 1.371 -0.925 0.413  0.0346
H: 0.696 -0.218 1.816  0.0463

---

ORCA calculation (ωB97M-V with the def2-TZVPD basis set) on CH3NOP2S as an isolated structure in a non-equilibrium geometry.

The total charge is 0. For the HOMO energy (alpha / beta), the calculation gives -5.478 / -8.471 eV. For the energy relative to the best compared isomer or geometry (same formula, charge and spin), the calculation gives 42.8 kcal/mol. As for the spin multiplicity: 3.

Last column: Löwdin charge in e.
CARTESIAN COORDINATES (ANGSTROEM)
S: 1.454 -1.454 -0.363  0.5984
P: -0.574 1.243 0.807  0.7498
P: 1.607 0.929 -1.001  0.7033
O: -0.077 1.246 -0.748  -0.8847
N: 0.193 -1.518 0.579  -0.5355
C: -0.640 -0.654 1.066  -0.4766
H: -1.939 1.021 0.480  -0.0495
H: -1.510 -1.010 1.477  0.0079
H: 1.486 0.197 -2.298  -0.1130

---

ORCA calculation (ωB97M-V with the def2-TZVPD basis set) on one molecule with the formula CH3NOP2S in a non-equilibrium geometry.

The total charge is 0. For the HOMO energy (alpha / beta), the calculation gives -6.211 / -9.522 eV. For the energy relative to the best compared isomer or geometry (same formula, charge and spin), the calculation gives 8.7 kcal/mol. As for the spin multiplicity: 3.

Last column: Löwdin charge in e.
CARTESIAN COORDINATES (ANGSTROEM)
S: -3.409 -0.142 -0.198  0.7561
P: 2.421 0.816 -0.451  0.7417
P: 0.098 0.504 1.598  0.8242
O: 1.316 1.219 0.698  -0.8878
N: -0.849 -0.098 0.512  -0.3714
C: -1.927 -0.758 0.125  -0.8430
H: 2.301 -0.503 -0.296  -0.1562
H: 1.631 0.623 -1.571  -0.1334
H: -1.582 -1.662 -0.416  0.0698

---

ORCA calculation (ωB97M-V with the def2-TZVPD basis set) on one molecule with the formula CH3NOS in a non-equilibrium geometry.

The total charge is 0. For the HOMO energy, the calculation gives -9.129 eV. For the energy relative to the best compared isomer or geometry (same formula, charge and spin), the calculation gives 74.4 kcal/mol. Its SMILES is ONC=S.

Last column: Löwdin charge in e.
CARTESIAN COORDINATES (ANGSTROEM)
S: 1.321 -0.225 0.005  0.6571
O: -1.434 -0.819 0.064  -0.0927
N: -1.125 0.482 -0.172  -0.1734
C: 0.053 0.828 0.064  -0.7458
H: -0.505 -1.228 -0.196  0.0381
H: 0.228 1.867 -0.043  0.0646
H: -1.819 1.180 0.458  0.2521

---

ORCA calculation (ωB97M-V with the def2-TZVPD basis set) on one molecule with the formula CH3NOS in a non-equilibrium geometry.

The total charge is 0. For the HOMO energy, the calculation gives -9.230 eV. For the energy relative to the best compared isomer or geometry (same formula, charge and spin), the calculation gives 86.1 kcal/mol. Its SMILES is C[N+]([O-])=S.

Last column: Löwdin charge in e.
CARTESIAN COORDINATES (ANGSTROEM)
S: 1.873 -0.871 -0.175  0.6502
O: 1.096 1.463 0.262  -0.0639
N: 0.798 0.316 0.054  -0.7988
C: -0.812 -0.150 -0.044  0.0077
H: -1.440 0.496 0.611  0.0859
H: -0.868 0.018 -1.048  0.0224
H: -0.646 -1.272 0.339  0.0965

---

ORCA calculation (ωB97M-V with the def2-TZVPD basis set) on one molecule with the formula CH3NOS in a non-equilibrium geometry.

The total charge is 0. For the HOMO energy (alpha / beta), the calculation gives -9.675 / -9.674 eV. For the energy relative to the best compared isomer or geometry (same formula, charge and spin), the calculation gives 93.5 kcal/mol. Its SMILES is C[N+]([O-])=S.

Last column: Löwdin charge in e.
CARTESIAN COORDINATES (ANGSTROEM)
S: -0.725 1.696 1.019  0.7980
O: -1.842 -0.341 -0.253  -0.1839
N: -0.634 0.361 0.210  -0.7664
C: 0.575 -0.298 -0.169  -0.1278
H: 0.624 -1.274 0.315  0.1028
H: 1.424 0.316 0.127  0.0743
H: 0.578 -0.460 -1.249  0.1030

---

ORCA calculation (ωB97M-V with the def2-TZVPD basis set) on a 2-piece molecular cluster, CH3NOS2 overall in a non-equilibrium geometry.

The total charge is 0. For the HOMO energy, the calculation gives -8.961 eV. For the energy relative to the best compared isomer or geometry (same formula, charge and spin), the calculation gives 34.1 kcal/mol.

Last column: Löwdin charge in e.
CARTESIAN COORDINATES (ANGSTROEM)
S: -2.160 -0.920 -1.103  0.8237
S: 1.377 0.740 -0.272  0.6221
O: -1.750 -0.451 0.186  -0.5351
N: -1.024 -1.234 -2.033  -0.2926
C: 1.196 0.927 1.293  -0.5796
H: 0.532 1.666 1.747  0.0125
H: 1.910 0.394 1.954  0.0099
H: -0.082 -1.121 -1.772  -0.0608

---

ORCA calculation (ωB97M-V with the def2-TZVPD basis set) on one molecule with the formula CH3NOS2 in a non-equilibrium geometry.

The total charge is 0. For the HOMO energy (alpha / beta), the calculation gives -8.375 / -7.856 eV. For the energy relative to the best compared isomer or geometry (same formula, charge and spin), the calculation gives 121.2 kcal/mol.

Last column: Löwdin charge in e.
CARTESIAN COORDINATES (ANGSTROEM)
S: -0.218 1.070 0.482  0.7774
S: -2.876 -1.136 0.042  0.7784
O: -1.661 -0.223 -0.059  -0.9671
N: -0.204 2.266 -0.366  -0.4242
C: 1.111 -0.320 0.036  -0.2478
H: 0.507 -1.089 0.443  -0.0264
H: 1.200 -0.219 -1.084  0.0542
H: 2.142 -0.348 0.506  0.0555

---

Please write out number 1 again, unchanged.
ORCA calculation (ωB97M-V with the def2-TZVPD basis set) on a 2-piece molecular cluster, CH3NO4 overall in a non-equilibrium geometry.

The total charge is 0. For the HOMO energy (alpha / beta), the calculation gives -10.840 / -10.840 eV. For the energy relative to the best compared isomer or geometry (same formula, charge and spin), the calculation gives 78.8 kcal/mol.

Last column: Löwdin charge in e.
CARTESIAN COORDINATES (ANGSTROEM)
O: 0.223 -1.441 0.603  0.1013
O: -1.785 -0.049 0.236  0.0952
O: 0.695 0.419 -1.543  -0.1090
O: -0.649 1.821 0.478  0.1291
N: -0.787 0.629 0.367  -0.4021
C: 0.450 -0.137 0.374  -0.0819
H: -0.742 -1.611 0.639  0.1311
H: 1.277 0.571 0.638  0.1775
H: 1.319 -0.202 -1.793  -0.0412